No. 1
Below is a molecular structure, C35H55CdN5O7S2SbSi3, with properties calculated with ωB97M-V with the def2-TZVPD basis set.

Properties
Largest force on an atom ... 0.42 eV/Å
Total charge ... -1
HOMO energy ... -5.46 eV
Frontier orbital gap ... 7.929 eV
Lowest unoccupied orbital energy ... 2.4652 eV
Total energy ... -115385.29620 eV
ΔE to the lowest compared entry with this formula, charge and spin ... 0.412 eV

Cartesian coordinates (Å):
Cd (-0.5577, 0.4926, -0.1945)
C (2.7784, -2.9583, -2.4766)
C (1.3502, -3.3507, -2.4901)
N (0.8191, -4.2987, -3.1901)
N (-0.5108, -4.2376, -2.8663)
C (-0.8291, -3.2623, -1.9914)
S (-2.3250, -2.8994, -1.3710)
N (0.3940, -2.7009, -1.7415)
N (0.6252, -1.6021, -0.9275)
H (3.3103, -3.5490, -3.2183)
H (3.2188, -3.1336, -1.4932)
H (2.8849, -1.8962, -2.7050)
H (-1.1786, -4.8521, -3.2921)
H (1.1021, -1.8721, -0.0726)
H (1.2178, -0.9312, -1.4398)
O (2.9580, 0.6466, 2.3141)
C (1.8472, 0.7635, 1.7987)
O (1.1577, -0.1456, 1.2368)
C (1.1828, 2.1419, 1.8828)
C (1.9071, 3.2387, 2.3299)
C (1.2854, 4.4741, 2.3632)
C (-0.0367, 4.5770, 1.9528)
C (-0.6895, 3.4263, 1.5420)
N (-0.0985, 2.2344, 1.5304)
H (2.9371, 3.0896, 2.6204)
H (1.8278, 5.3530, 2.6910)
H (-0.5547, 5.5266, 1.9405)
H (-1.7164, 3.4528, 1.1951)
C (-5.4101, 3.9811, -6.1434)
C (-4.6265, 3.3042, -5.0505)
C (-3.6353, 3.9829, -4.3560)
C (-2.8842, 3.3643, -3.3599)
C (-1.8073, 4.1274, -2.6371)
C (-3.1362, 2.0232, -3.0706)
C (-4.1210, 1.3130, -3.7592)
C (-4.3997, -0.1281, -3.4341)
C (-4.8604, 1.9715, -4.7343)
C (-2.3062, 1.3427, -2.0160)
O (-1.5002, 0.4459, -2.3544)
O (-2.4330, 1.7274, -0.8128)
H (-5.2756, 5.0629, -6.1122)
H (-6.4778, 3.7707, -6.0554)
H (-5.0897, 3.6360, -7.1295)
H (-3.4295, 5.0214, -4.5970)
H (-1.6251, 5.0829, -3.1305)
H (-0.8720, 3.5659, -2.6133)
H (-2.0962, 4.3128, -1.6009)
H (-4.8132, -0.2280, -2.4268)
H (-3.4867, -0.7227, -3.4507)
H (-5.1185, -0.5499, -4.1373)
H (-5.6334, 1.4239, -5.2659)
C (-5.0643, -1.9734, 1.0892)
Si (-3.8281, -2.6532, 2.3313)
C (-4.7190, -2.8351, 3.9843)
C (-3.3047, -4.3834, 1.8112)
Sb (-1.8263, -1.0569, 2.2375)
Si (-2.4071, 0.6929, 4.0096)
C (-3.2858, 0.0492, 5.5536)
C (-3.5751, 1.8944, 3.1428)
C (-0.8477, 1.5675, 4.6214)
Si (-0.1056, -2.4376, 3.5299)
C (-0.9033, -3.5101, 4.8683)
C (1.1853, -1.4013, 4.4117)
C (0.7564, -3.5494, 2.2772)
H (-5.8861, -2.6805, 0.9399)
H (-4.5912, -1.7869, 0.1236)
H (-5.4888, -1.0294, 1.4406)
H (-5.4492, -3.6411, 3.8463)
H (-5.2686, -1.9398, 4.2731)
H (-4.0606, -3.1188, 4.8066)
H (-4.2086, -4.9820, 1.6538)
H (-2.7071, -4.8830, 2.5744)
H (-2.7445, -4.3712, 0.8759)
H (-4.3165, -0.2402, 5.3521)
H (-3.3043, 0.8600, 6.2905)
H (-2.7750, -0.8012, 6.0092)
H (-4.6012, 1.5213, 3.2029)
H (-3.3336, 2.0111, 2.0844)
H (-3.5485, 2.8810, 3.6149)
H (-0.6770, 1.3140, 5.6710)
H (-0.9801, 2.6510, 4.5532)
H (0.0524, 1.3111, 4.0657)
H (-1.4545, -2.9043, 5.5918)
H (-0.1057, -4.0280, 5.4117)
H (-1.5832, -4.2657, 4.4759)
H (0.7448, -0.7460, 5.1654)
H (1.7950, -0.8038, 3.7312)
H (1.8491, -2.1010, 4.9328)
H (0.0581, -3.9757, 1.5529)
H (1.2584, -4.3748, 2.7916)
H (1.5150, -2.9699, 1.7459)
C (6.9649, 4.7077, -1.3997)
C (5.6681, 3.9814, -1.6333)
C (5.5705, 2.9727, -2.5873)
C (4.3809, 2.2886, -2.7832)
C (3.2681, 2.6098, -2.0213)
C (3.3435, 3.6156, -1.0725)
C (4.5378, 4.2937, -0.8850)
S (1.7469, 1.7281, -2.2928)
O (1.2171, 2.2039, -3.5448)
O (2.1242, 0.3113, -2.2852)
O (0.9231, 2.0811, -1.1168)
H (7.7359, 4.3698, -2.0922)
H (7.3304, 4.5392, -0.3846)
H (6.8454, 5.7853, -1.5289)
H (6.4401, 2.7148, -3.1815)
H (4.3130, 1.4989, -3.5208)
H (2.4691, 3.8499, -0.4811)
H (4.5924, 5.0768, -0.1357)



No. 2
Below is a gas-phase ion, C3H8N3 (charge +1) in a non-equilibrium geometry, with properties calculated with ωB97M-V with the def2-TZVPD basis set.

Properties
Largest force on an atom ... 5.37 eV/Å
Total charge ... +1
HOMO energy ... -13.65 eV
Frontier orbital gap ... 9.638 eV
Lowest unoccupied orbital energy ... -4.0121 eV
Total energy ... -7702.78845 eV
ΔE to the lowest compared entry with this formula, charge and spin ... 2.490 eV
SMILES ... [NH3+][C@H]1CN=CN1

Cartesian coordinates (Å):
C (-2.0659, -0.5944, -0.1271)
C (-0.7501, 1.2394, -0.0126)
C (0.1781, -0.0638, 0.3769)
N (-2.0569, 0.6561, -0.0932)
N (-0.7978, -1.2119, 0.0271)
N (1.4614, -0.0709, -0.3647)
H (-2.9074, -1.3194, -0.2563)
H (-0.6845, 2.0523, 0.6581)
H (-0.5086, 1.5454, -0.9264)
H (0.3156, -0.0040, 1.4997)
H (-0.7580, -1.9574, 0.6189)
H (1.4303, 0.3251, -1.4005)
H (1.6788, -1.0635, -0.4945)
H (2.2896, 0.2786, 0.1025)



No. 3
Below is a single C4H6O2 molecule, with properties calculated with ωB97M-V with the def2-TZVPD basis set.

Properties
Largest force on an atom ... 0.46 eV/Å
HOMO energy ... -9.13 eV
Frontier orbital gap ... 9.491 eV
Lowest unoccupied orbital energy ... 0.3563 eV
Total energy ... -8336.85022 eV
ΔE to the lowest compared entry with this formula, charge and spin ... 3.611 eV

Cartesian coordinates (Å):
O (0.9301, 2.0045, 0.7437)
C (0.3659, 1.0171, 0.3314)
C (-1.1308, 0.8856, 0.2218)
C (-0.2164, -2.0084, -0.1516)
O (0.4627, -1.1361, -0.8453)
C (1.2138, -0.1891, -0.0678)
H (-1.4202, 0.7866, -0.8308)
H (-1.6058, 1.7648, 0.6570)
H (-1.4651, -0.0249, 0.7334)
H (-0.7653, -2.5591, -0.9530)
H (2.0560, 0.1404, -0.6791)
H (1.5752, -0.6813, 0.8405)



No. 4
Below is a molecular structure, C35H43ClGeN4O3Ti, with properties calculated with ωB97M-V with the def2-TZVPD basis set.

Properties
Largest force on an atom ... 0.84 eV/Å
Total charge ... +1
HOMO energy (spin up / spin down) ... -9.86 / -9.98 eV
Frontier orbital gap (spin up / spin down) ... 7.086 / 7.096 eV
Expectation value of S² ... 0.754
Lowest unoccupied orbital energy (spin up / spin down) ... -2.7762 / -2.8806 eV
Total energy ... -141250.51261 eV
Spin multiplicity ... 2
ΔE to the lowest compared entry with this formula, charge and spin ... 0.994 eV

Cartesian coordinates (Å):
Ti (-0.1141, -0.4138, 0.2264)
C (1.2881, 4.9654, -1.4901)
C (1.6999, 3.8119, -0.7914)
N (1.2902, 2.5993, -1.0556)
C (0.4183, 2.4195, -2.0857)
C (-0.0673, 3.5207, -2.8426)
C (0.3994, 4.8152, -2.5088)
C (-0.9820, 3.3213, -3.8982)
C (-1.3938, 2.0572, -4.2004)
C (-0.9111, 0.9619, -3.4671)
C (-0.0227, 1.0975, -2.4243)
N (0.3916, -0.0511, -1.7004)
C (0.9526, -1.0938, -2.4135)
C (1.4135, -1.0535, -3.7150)
C (1.9178, -2.2023, -4.3540)
C (1.9674, -3.4157, -3.7299)
C (1.5422, -3.5040, -2.3852)
C (1.5859, -4.6987, -1.6362)
C (1.1882, -4.7053, -0.3253)
C (0.7431, -3.5106, 0.2494)
N (0.6873, -2.3751, -0.4192)
C (1.0824, -2.3437, -1.7234)
H (1.6745, 5.9336, -1.2034)
H (2.4031, 3.9220, 0.0300)
H (0.0408, 5.6642, -3.0778)
H (-1.3375, 4.1780, -4.4565)
H (-2.0937, 1.8851, -5.0077)
H (-1.2422, -0.0314, -3.7458)
H (1.3782, -0.1263, -4.2694)
H (2.2619, -2.1059, -5.3759)
H (2.3367, -4.3003, -4.2307)
H (1.9401, -5.6036, -2.1147)
H (1.2152, -5.6063, 0.2707)
H (0.4272, -3.4783, 1.2871)
C (3.5929, -1.0749, 1.4970)
C (3.0579, 0.1979, 0.8525)
C (3.6549, 1.4192, 1.5331)
C (3.4044, 0.1865, -0.6281)
O (1.6045, 0.2270, 1.0396)
Ge (0.5224, 1.4348, 2.1504)
O (-0.8297, 1.4267, 0.7255)
C (-1.9746, 2.3158, 0.7779)
C (-1.4922, 3.7517, 0.9181)
C (-2.8518, 1.9251, 1.9620)
C (-2.7474, 2.1434, -0.5233)
O (-0.4018, -0.2226, 2.5129)
C (-0.2530, -0.8809, 3.7880)
C (1.1821, -1.3486, 3.9776)
C (-0.6457, 0.0887, 4.8988)
C (-1.1930, -2.0781, 3.8101)
H (4.6451, -1.1912, 1.2345)
H (3.5181, -1.0474, 2.5816)
H (3.0551, -1.9462, 1.1198)
H (4.7411, 1.3896, 1.4471)
H (3.3024, 2.3374, 1.0642)
H (3.4060, 1.4434, 2.5963)
H (4.4862, 0.2807, -0.7341)
H (3.1132, -0.7580, -1.0872)
H (2.9173, 1.0056, -1.1478)
H (-1.0199, 3.9312, 1.8863)
H (-0.7856, 3.9955, 0.1262)
H (-2.3443, 4.4278, 0.8360)
H (-2.2728, 1.9085, 2.8866)
H (-3.6668, 2.6396, 2.0798)
H (-3.2874, 0.9362, 1.8096)
H (-2.1815, 2.5205, -1.3735)
H (-2.9714, 1.0884, -0.6917)
H (-3.6928, 2.6845, -0.4696)
H (1.4755, -2.0226, 3.1722)
H (1.8688, -0.4991, 3.9827)
H (1.2917, -1.8713, 4.9289)
H (0.0448, 0.9329, 4.9570)
H (-1.6542, 0.4703, 4.7337)
H (-0.6277, -0.4181, 5.8644)
H (-0.9922, -2.7467, 2.9692)
H (-1.0575, -2.6456, 4.7310)
H (-2.2357, -1.7582, 3.7708)
Cl (-4.9393, -2.9451, 2.0743)
C (-4.0122, -2.5130, 0.6905)
C (-4.3645, -2.9490, -0.5759)
C (-3.5668, -2.5726, -1.6455)
C (-2.4523, -1.7903, -1.4158)
N (-2.1251, -1.3646, -0.1892)
C (-2.8968, -1.7099, 0.8446)
H (-5.2392, -3.5693, -0.7158)
H (-3.8069, -2.8916, -2.6497)
H (-1.7861, -1.4890, -2.2130)
H (-2.5977, -1.3379, 1.8144)



No. 5
Below is a gas-phase ion, H3S3 (charge -1) in a non-equilibrium geometry, with properties calculated with ωB97M-V with the def2-TZVPD basis set.

Properties
Largest force on an atom ... 1.28 eV/Å
Total charge ... -1
HOMO energy ... -2.92 eV
Frontier orbital gap ... 6.517 eV
Lowest unoccupied orbital energy ... 3.5953 eV
Total energy ... -32555.22458 eV
ΔE to the lowest compared entry with this formula, charge and spin ... 0.614 eV

Cartesian coordinates (Å):
S (1.7071, 0.8101, 1.1389)
H (2.7102, -0.0579, 0.9476)
S (-1.9205, -0.9992, -1.1289)
S (-0.0018, 0.0725, -0.1896)
H (-2.4673, -1.0467, 0.0927)
H (-0.0277, 1.2212, -0.8607)



No. 6
Below is a molecular structure, C23H25BrCl2I3N2O7S2Tl in a non-equilibrium geometry, with properties calculated with ωB97M-V with the def2-TZVPD basis set.

Properties
Largest force on an atom ... 3.12 eV/Å
Total charge ... -2
HOMO energy ... -1.64 eV
Frontier orbital gap ... 5.487 eV
Lowest unoccupied orbital energy ... 3.8425 eV
Total energy ... -187323.83938 eV
ΔE to the lowest compared entry with this formula, charge and spin ... 0.810 eV

Cartesian coordinates (Å):
Tl (-0.7773, 0.7814, 0.5591)
I (-3.4457, 1.9429, -0.8879)
C (-2.2411, 1.5095, -2.5658)
I (-2.1928, 3.1429, -3.9113)
H (-2.6371, 0.6455, -3.0861)
H (-1.2300, 1.3668, -2.2192)
C (-0.3639, -4.0366, 1.4235)
C (0.6276, -2.9236, 1.3000)
C (1.3045, -2.4543, 2.4263)
C (2.2293, -1.4330, 2.3115)
C (2.4733, -0.9462, 1.0348)
Br (3.8565, 0.3070, 0.7561)
N (1.8713, -1.3902, -0.0393)
C (0.9371, -2.3185, 0.0864)
H (0.0478, -4.8602, 2.0085)
H (-0.6647, -4.4063, 0.4468)
H (-1.2582, -3.6817, 1.9362)
H (1.1084, -2.8972, 3.3922)
H (2.7529, -1.0351, 3.1652)
H (0.4456, -2.5988, -0.8354)
Cl (-4.2958, -6.4825, 0.7684)
C (-3.7696, -4.8809, 0.3258)
C (-3.2545, -4.6622, -0.9575)
C (-2.8222, -3.4088, -1.2788)
Cl (-2.1751, -3.1016, -2.8507)
C (-2.8529, -2.2659, -0.3838)
O (-2.4643, -1.1504, -0.7532)
C (-3.3759, -2.5794, 0.9303)
C (-3.4127, -1.5879, 1.9736)
O (-3.0557, -0.4286, 1.9438)
C (-3.8303, -3.8665, 1.2426)
H (-3.2058, -5.4699, -1.6740)
H (-3.8188, -1.9955, 2.9362)
H (-4.2326, -4.0507, 2.2308)
O (1.3575, 4.3491, -1.0887)
S (0.6753, 3.3700, -0.2752)
O (0.4208, 4.0833, 1.1027)
O (-0.6206, 3.0195, -0.8290)
O (1.5178, 2.1886, -0.0293)
I (-2.5521, 4.4296, 5.8519)
C (-1.1198, 3.9830, 4.3376)
C (0.0653, 4.7394, 4.2879)
C (1.0053, 4.4073, 3.3817)
C (0.7185, 3.3609, 2.3675)
N (-0.3521, 2.4797, 2.6729)
C (-1.2486, 2.8603, 3.5622)
H (0.2344, 5.5412, 4.9968)
H (1.9447, 4.9351, 3.3078)
H (1.6179, 2.7809, 2.1068)
H (-2.0961, 2.1948, 3.6786)
C (4.2055, -0.5839, -3.0246)
C (2.6903, -0.5728, -3.0332)
S (1.9888, 0.6836, -1.8104)
O (0.5421, 0.4938, -2.0353)
C (2.4574, 2.1428, -2.8333)
C (1.6945, 2.2132, -4.1409)
H (4.5991, -1.4470, -3.5620)
H (4.5796, -0.6165, -2.0049)
H (4.6049, 0.3077, -3.5005)
H (2.2947, -1.5237, -2.6862)
H (2.2867, -0.3657, -4.0203)
H (3.5354, 2.0819, -2.9588)
H (2.2185, 2.9958, -2.2026)
H (2.2497, 1.7674, -4.9684)
H (1.4519, 3.2459, -4.3865)
H (0.7566, 1.6712, -4.0217)



No. 7
Below is a molecular structure, C30H24N2S2Tc, with properties calculated with ωB97M-V with the def2-TZVPD basis set.

Properties
Largest force on an atom ... 0.15 eV/Å
Total charge ... +2
HOMO energy (spin up / spin down) ... -14.22 / -14.24 eV
Frontier orbital gap (spin up / spin down) ... 6.951 / 5.982 eV
Expectation value of S² ... 3.797
Lowest unoccupied orbital energy (spin up / spin down) ... -7.2703 / -8.2578 eV
Total energy ... -58334.66428 eV
Spin multiplicity ... 4
ΔE to the lowest compared entry with this formula, charge and spin ... 0.000 eV

Cartesian coordinates (Å):
Tc (0.2562, -1.1860, -0.0806)
C (-0.5231, 3.9797, 2.0676)
C (-1.7932, 4.3359, 1.2954)
C (-1.5232, 5.6014, 0.4666)
C (-2.9186, 4.6107, 2.3049)
C (-2.2294, 3.2150, 0.3593)
C (-3.3885, 3.3882, -0.4292)
C (-3.8508, 2.4309, -1.3025)
C (-3.1326, 1.2417, -1.3979)
S (-3.4358, -0.1517, -2.3946)
C (-2.0581, -0.9109, -1.7668)
N (-1.4017, -0.1990, -0.8552)
C (-1.9908, 1.0431, -0.6270)
C (-1.5320, 2.0254, 0.2493)
C (-1.5123, -2.2191, -2.1029)
C (-2.0648, -3.1173, -2.9984)
C (-1.4292, -4.3346, -3.2194)
C (-0.2554, -4.6555, -2.5510)
C (0.3086, -3.7629, -1.6457)
C (-0.3206, -2.5445, -1.4182)
H (-0.2547, 4.8119, 2.7174)
H (0.3236, 3.8031, 1.3994)
H (-0.6673, 3.1040, 2.7050)
H (-1.2122, 6.4107, 1.1277)
H (-2.4110, 5.9375, -0.0689)
H (-0.7281, 5.4328, -0.2622)
H (-2.6162, 5.4131, 2.9782)
H (-3.1337, 3.7253, 2.9055)
H (-3.8407, 4.9230, 1.8147)
H (-3.9419, 4.3135, -0.3474)
H (-4.7416, 2.5987, -1.8921)
H (-0.6349, 1.8527, 0.8319)
H (-2.9818, -2.8807, -3.5242)
H (-1.8563, -5.0377, -3.9212)
H (0.2269, -5.6055, -2.7366)
H (1.2256, -4.0225, -1.1329)
S (4.4148, -2.3847, 1.1074)
C (3.3778, -3.4850, 1.9737)
C (3.7335, -4.5038, 2.8510)
C (2.7159, -5.2531, 3.4061)
C (1.3738, -4.9998, 3.0955)
C (1.0214, -3.9884, 2.2268)
C (2.0414, -3.2234, 1.6665)
N (1.8923, -2.1619, 0.7768)
C (3.0584, -1.6427, 0.4104)
C (3.0247, -0.5335, -0.5340)
C (4.1286, 0.1562, -1.0031)
C (3.9449, 1.2004, -1.9036)
C (2.6721, 1.5553, -2.3292)
C (1.5537, 0.8716, -1.8624)
C (1.7284, -0.1728, -0.9626)
H (4.7691, -4.7035, 3.0893)
H (2.9591, -6.0516, 4.0929)
H (0.6025, -5.6083, 3.5468)
H (-0.0187, -3.7982, 1.9875)
H (5.1266, -0.1083, -0.6756)
H (4.8051, 1.7401, -2.2752)
H (2.5472, 2.3679, -3.0318)
H (0.5665, 1.1571, -2.2015)